{"formula": "C43H51N10OPS4SeTeTi", "method": "ωB97M-V/def2-TZVPD", "elements": ["C", "C", "H", "H", "H", "H", "N", "H", "H", "S", "H", "H", "H", "H", "C", "C", "P", "H", "H", "C", "H", "C", "C", "H", "H", "H", "C", "H", "C", "N", "Ti", "C", "H", "C", "H", "C", "H", "O", "H", "C", "C", "C", "H", "C", "C", "C", "H", "H", "H", "C", "N", "C", "C", "H", "Se", "C", "H", "C", "H", "H", "C", "C", "H", "N", "H", "H", "N", "H", "C", "H", "C", "C", "H", "C", "C", "N", "S", "H", "C", "H", "H", "H", "H", "C", "S", "C", "N", "C", "H", "H", "H", "N", "C", "S", "C", "N", "C", "C", "C", "C", "H", "C", "C", "H", "H", "C", "N", "H", "H", "H", "H", "H", "Te"], "coordinates": [[3.953, -0.103, -1.465], [-2.847, 3.124, -2.464], [3.960, -4.202, -0.288], [2.357, -2.581, -0.912], [-3.723, -3.187, -5.530], [-3.221, 2.220, -2.945], [0.728, 2.247, 1.733], [-1.454, 4.524, 0.601], [-3.617, 3.890, -2.520], [6.391, 3.017, 2.299], [2.567, 2.568, -4.322], [0.729, -2.640, -0.244], [-3.925, -0.536, -0.170], [4.353, -0.706, -0.649], [-1.313, -0.445, -3.853], [0.175, 3.188, 0.968], [2.293, -1.672, 1.378], [0.779, 3.522, 0.126], [4.641, -2.284, 0.898], [0.278, 0.664, 5.022], [-1.434, 6.213, -6.274], [3.346, -4.560, 0.544], [-1.674, 0.071, -2.602], [-0.911, 7.252, -4.954], [3.825, -0.271, 3.904], [-1.458, -0.511, 3.341], [-0.368, 2.942, -2.924], [3.065, -5.489, 2.989], [-3.302, -1.831, -3.914], [3.847, -3.987, 1.781], [2.302, 1.143, 1.353], [-0.650, 6.367, -5.533], [-3.843, -3.043, -0.200], [-1.048, 1.091, 5.339], [-5.157, -2.479, -4.780], [-1.661, 4.677, -3.986], [3.362, -3.932, 3.803], [1.668, -0.558, -1.976], [1.208, -5.720, 1.521], [2.813, -0.024, 4.218], [3.938, -2.543, 1.697], [-0.538, 5.171, -4.636], [4.474, 0.856, -1.471], [-2.266, -1.236, 3.382], [1.389, -2.626, 2.726], [-1.763, 1.976, 4.470], [-4.266, -3.747, -3.942], [2.781, 3.532, -2.859], [0.675, -0.408, 6.828], [-1.548, -1.641, 1.055], [1.600, -4.058, 2.690], [-1.168, 2.434, 3.255], [-1.755, 3.359, 2.388], [-4.632, -1.564, -2.263], [-3.311, 1.483, 6.432], [2.120, 2.826, -3.361], [3.015, -0.987, 6.115], [0.768, 3.436, -3.561], [1.566, 4.902, -4.886], [-2.634, 2.891, -1.420], [0.824, 1.057, 3.762], [0.111, 1.913, 2.906], [-2.656, 0.705, -0.176], [-2.320, -1.910, 2.121], [-1.624, -2.279, -0.893], [-0.258, 0.959, -5.062], [2.069, 1.088, -0.483], [0.220, -0.730, -5.306], [2.359, -0.425, 5.468], [-2.067, -1.935, 4.195], [-2.890, -0.342, -2.040], [1.155, -4.629, 1.429], [0.728, 0.136, -3.843], [-1.054, 3.769, 1.260], [-3.440, 0.235, -0.767], [-2.989, 2.314, 4.862], [3.531, 3.261, 1.543], [-2.612, 5.170, -4.131], [-0.079, 0.006, -4.562], [3.431, -5.653, 0.604], [-4.202, -2.821, 2.152], [0.315, -2.436, 2.634], [-1.803, -1.790, -5.434], [-3.166, -3.059, 1.890], [4.751, 0.649, 1.601], [1.068, -0.103, 5.871], [-1.693, 0.699, 6.433], [2.449, 0.127, -1.265], [-2.835, -3.898, 2.514], [4.108, -0.627, -2.406], [1.716, -2.251, 3.702], [2.078, 0.676, 3.352], [0.668, 4.535, -4.410], [-0.396, -0.436, 0.954], [3.001, -4.399, 2.883], [-1.810, -2.539, 0.065], [-1.594, 3.582, -3.140], [4.959, 2.340, 1.837], [1.783, -2.826, -0.014], [-2.118, -1.389, -4.479], [-3.201, -0.707, 3.583], [-4.158, -2.870, -4.584], [-3.684, -1.273, -2.703], [0.119, -4.331, 1.252], [2.054, 1.931, -2.749], [-2.970, -3.343, 0.391], [1.954, -4.232, 0.285], [-4.195, 0.986, -1.004], [-2.767, -4.399, 0.198], [-2.727, 3.759, 2.632], [4.358, -2.166, 2.636], [0.285, 6.560, -6.052], [-0.269, 1.325, -1.461]], "total_energy_ha": -7745.11627, "spin_multiplicity": 2, "charge": -1, "de_lowest_kcal_mol": 6.1, "largest_force_ha_per_bohr": 0.083, "e_homo_ev": [-3.33, -3.51], "orbital_gap_ev": [4.4, 4.8], "lumo_ev": [1.1, 1.3]}



{"formula": "C46H78AlBNO28S2", "method": "ωB97M-V/def2-TZVPD", "elements": ["H", "H", "C", "O", "C", "C", "H", "H", "C", "C", "C", "H", "H", "C", "H", "H", "C", "H", "H", "C", "C", "H", "H", "H", "O", "H", "O", "H", "C", "H", "H", "H", "H", "C", "O", "H", "H", "H", "S", "H", "H", "O", "H", "H", "O", "O", "H", "O", "O", "H", "H", "C", "O", "C", "O", "H", "H", "C", "H", "C", "H", "H", "O", "C", "C", "C", "O", "C", "H", "H", "C", "C", "H", "C", "C", "O", "H", "H", "C", "H", "H", "H", "H", "H", "C", "H", "H", "C", "S", "H", "C", "H", "H", "O", "H", "C", "H", "O", "C", "C", "C", "H", "H", "O", "H", "N", "H", "H", "H", "O", "B", "H", "Al", "H", "C", "C", "H", "C", "H", "H", "H", "O", "H", "H", "H", "C", "O", "C", "H", "O", "H", "H", "C", "C", "H", "H", "C", "C", "O", "O", "O", "O", "H", "O", "O", "O", "H", "C", "C", "C", "H", "H", "H", "C", "H", "C", "H"], "coordinates": [[7.443, -0.958, 9.524], [-8.896, -4.758, -0.119], [3.627, 2.145, -7.640], [-8.107, -8.320, -2.614], [-8.250, -6.486, -1.226], [-8.695, -5.052, -1.148], [5.020, -2.689, -0.086], [-0.523, 2.882, -0.185], [-1.858, 2.622, -2.113], [6.869, -4.480, 11.558], [8.016, -0.305, 8.870], [7.693, -4.023, 12.111], [-1.016, 11.082, -7.828], [-9.142, -8.509, -1.760], [-1.674, 8.121, -3.610], [-7.498, -6.705, -0.463], [-6.765, 0.146, -3.717], [4.857, -5.155, 11.958], [-1.119, -3.560, 1.306], [-5.893, 1.695, -7.052], [-0.906, -2.509, 1.108], [-4.320, -0.547, -7.552], [1.288, 0.957, -1.405], [2.851, -2.115, 8.696], [0.283, -3.981, 6.111], [7.477, 0.639, 8.803], [-4.912, 1.045, -6.380], [4.271, -5.558, -0.784], [9.403, -0.103, 9.417], [-1.814, -1.921, 1.247], [0.778, 1.081, 0.262], [-4.234, 6.119, -4.711], [5.777, 2.024, -7.479], [0.318, -5.091, 6.888], [11.134, -1.160, 10.512], [2.465, -3.107, -0.486], [0.357, -3.212, 3.851], [-5.428, 7.113, -3.882], [-2.478, 4.145, -1.411], [4.577, 4.775, -6.955], [1.947, 2.328, -3.400], [-7.755, -1.932, -3.625], [2.885, -4.074, 7.000], [0.388, -2.344, 7.363], [3.292, 1.182, -6.637], [-5.578, 1.800, -8.361], [4.717, -4.566, 14.302], [0.601, -1.162, 4.120], [4.825, 2.512, -5.730], [1.630, -3.056, 9.581], [-0.605, -2.409, 0.066], [2.773, -5.051, 1.483], [0.265, -0.578, 2.001], [0.641, -0.141, 3.223], [5.283, -1.878, 10.053], [-2.628, 4.930, -3.677], [7.143, -5.485, 11.250], [2.617, -4.184, -0.594], [-3.050, 0.227, -9.913], [-7.763, -6.929, -2.593], [-8.883, -0.219, -3.386], [-8.299, -6.420, -3.397], [4.037, -4.773, 1.097], [-8.061, -0.582, -4.008], [-0.064, -2.276, 3.501], [5.091, -3.565, -0.731], [10.816, -0.206, 12.528], [5.563, -4.408, 12.330], [6.097, -3.972, -0.641], [-4.088, 4.017, -3.186], [-4.208, 1.393, -8.540], [5.251, 4.115, -7.501], [-9.610, -4.911, -1.725], [-2.847, 10.073, -7.195], [-3.360, 4.769, -2.887], [-9.778, -9.512, -1.684], [8.060, -0.746, 7.874], [0.748, 3.755, -0.986], [4.057, -4.586, -0.333], [3.256, -3.697, 9.355], [5.116, 4.275, -8.572], [9.712, -2.252, 9.491], [-3.779, 9.784, -3.600], [2.174, 1.997, -0.262], [-4.373, 6.832, -3.887], [-6.692, -6.812, -2.735], [3.675, 1.661, -8.612], [5.694, -4.488, 13.828], [-2.856, 1.472, -2.654], [-8.351, -0.551, -5.054], [3.920, 1.536, -5.488], [-1.500, 11.482, -6.199], [-1.126, -2.237, 3.756], [-6.244, -0.654, -2.621], [-4.033, 1.479, -10.683], [1.531, 3.325, -3.495], [-4.923, 5.907, -1.962], [-6.416, -2.826, -2.057], [2.465, -3.117, 8.882], [-1.447, 10.663, -6.916], [-6.906, 1.590, -3.326], [10.900, -1.401, 8.470], [-3.005, 9.936, -8.271], [-9.349, -7.403, -1.016], [-3.346, 6.683, -1.948], [-0.451, 2.488, -2.235], [-3.612, 10.760, -6.824], [1.543, -2.333, 6.013], [9.902, 0.747, 8.944], [-6.892, 2.106, -6.557], [-2.985, 8.683, -6.430], [-7.911, -4.408, -1.550], [-3.155, 8.420, -4.266], [1.792, 3.761, -4.460], [0.179, -2.014, 2.030], [0.017, 3.318, -3.365], [2.239, -4.510, -1.559], [4.963, 2.677, -7.152], [6.273, 4.384, -7.240], [-3.004, 0.490, -6.941], [6.282, -5.363, 14.106], [2.454, -5.398, 2.574], [-6.067, 0.047, -4.547], [-0.377, 4.339, -3.303], [2.860, 2.924, -7.652], [2.023, -3.768, 7.599], [1.242, -4.952, 7.865], [10.473, -0.381, 11.404], [-0.409, 2.877, -4.270], [-0.370, -6.046, 6.733], [-4.807, 0.017, -10.069], [-2.680, 6.815, -6.881], [-4.014, 0.482, -7.341], [5.611, -2.799, 10.729], [-3.587, 2.287, -8.445], [-5.926, 2.065, -3.285], [-4.032, 6.096, -2.567], [0.242, 2.790, -0.956], [0.969, 0.970, 3.483], [3.693, 1.072, -4.420], [5.072, -3.114, 11.923], [6.589, -3.680, 10.402], [-7.364, 1.679, -2.339], [9.371, 0.154, 10.837], [1.911, -4.862, 0.453], [-3.033, 7.597, -7.316], [-0.746, 9.918, -6.535], [-6.764, -1.883, -2.703], [-4.012, 0.740, -9.884], [10.291, -1.333, 9.368], [-7.513, 2.117, -4.061], [4.934, -3.257, -1.765], [6.185, -3.593, 14.210], [1.057, -2.958, 6.755], [1.154, -2.402, 1.720], [1.188, 1.648, -0.571], [1.981, 3.977, -2.746]], "total_energy_ha": -5024.91334, "charge": -1, "largest_force_ha_per_bohr": 0.015, "e_homo_ev": -4.15, "orbital_gap_ev": 5.4, "lumo_ev": 1.2}



{"formula": "C8H11Br2FNO5", "method": "ωB97M-V/def2-TZVPD", "elements": ["H", "C", "H", "C", "N", "H", "H", "H", "H", "H", "O", "H", "O", "C", "Br", "C", "C", "H", "O", "O", "O", "C", "H", "C", "C", "Br", "F", "H"], "coordinates": [[2.998, 1.525, -0.168], [-0.123, -4.503, -0.604], [0.951, -4.326, -0.650], [2.280, 1.816, 0.642], [-2.275, 3.945, 0.418], [0.077, 1.401, 2.187], [-2.330, 1.299, 1.465], [-0.305, -5.423, -0.042], [0.476, 2.420, -0.407], [1.588, 3.743, 1.434], [-1.600, 4.664, -0.263], [3.426, 3.666, 1.181], [-2.827, -2.508, -0.264], [-1.529, 1.745, 0.816], [0.998, 0.131, -1.403], [0.845, 1.491, 0.099], [2.422, 3.377, 0.794], [-1.794, 1.670, -0.262], [-1.460, 3.191, 1.235], [-2.077, -4.080, -1.696], [-0.791, -3.420, 0.031], [-1.981, -3.262, -0.606], [2.260, 3.792, -0.234], [-0.763, -4.525, -1.960], [-0.176, 1.029, 1.164], [2.823, 0.800, 2.245], [-0.821, -5.791, -2.462], [-0.291, -3.863, -2.691]], "total_energy_ha": -5990.17017, "charge": -1, "largest_force_ha_per_bohr": 0.063, "e_homo_ev": -2.74, "orbital_gap_ev": 5.5, "lumo_ev": 2.7}



{"formula": "C8H20ClCrORu", "method": "ωB97M-V/def2-TZVPD", "elements": ["H", "C", "C", "C", "H", "H", "Cr", "C", "C", "C", "H", "C", "H", "H", "H", "C", "H", "H", "H", "H", "O", "H", "H", "H", "Ru", "Cl", "H", "H", "H", "H", "H", "H"], "coordinates": [[1.110, -2.042, 1.287], [0.461, -2.023, 0.394], [0.008, 3.213, 2.657], [-2.657, -0.821, -4.984], [-3.751, -1.030, -4.935], [-1.256, 1.074, 3.815], [-1.694, -2.250, -3.767], [-0.286, -3.641, -4.496], [0.532, 1.776, 2.835], [-0.186, 1.115, 4.030], [-0.023, 1.675, 4.945], [2.040, 1.833, 3.122], [2.575, 2.322, 2.298], [-0.494, -2.567, 0.561], [0.959, -2.389, -0.517], [1.406, 1.044, -0.511], [0.192, 0.098, 4.155], [-0.702, -4.659, -4.308], [2.491, 0.836, -0.403], [1.375, 2.155, -0.586], [0.168, 1.016, 1.740], [-2.288, -0.866, -6.032], [0.635, -3.469, -3.890], [2.235, 2.406, 4.036], [0.070, -0.034, 0.133], [-2.289, -2.358, -1.587], [2.440, 0.826, 3.266], [-0.089, -3.485, -5.580], [-1.065, 3.187, 2.449], [0.521, 3.702, 1.820], [0.172, 3.805, 3.557], [-2.419, 0.165, -4.518]], "total_energy_ha": -1991.14705, "spin_multiplicity": 8, "largest_force_ha_per_bohr": 0.071, "e_homo_ev": [-5.48, -6.35], "orbital_gap_ev": [3.6, 2.8], "lumo_ev": [-1.9, -3.5]}